{"formula": "CH4N2O2S", "method": "ωB97M-V/def2-TZVPD", "smiles": "N[C@@H](S)[N+](=O)[O-]", "charge": 0, "homo_lumo_gap_ev": 10.27, "spin_multiplicity": 1, "relative_energy_kj_mol": 301.2, "species": ["N", "C", "S", "N", "O", "O", "H", "H", "H", "H"], "xyz": [[-0.6708, -0.0171, 1.3629], [-0.5840, -0.0528, -0.0519], [-0.8144, 1.4498, -0.9084], [1.1210, -0.4602, -0.3051], [1.4950, -0.6649, -1.4431], [1.8190, -0.5001, 0.6934], [-0.1343, 0.7824, 1.6374], [-0.1117, -0.7193, 1.7229], [-0.9968, -0.9041, -0.5042], [-1.1229, 1.0863, -2.2040]], "forces_ev_per_angstrom": [[-1.6, 2.1, -1.8], [2.7, -0.6, 0.8], [-0.6, 1.1, -0.6], [-0.3, 0.0, -0.4], [-0.3, 0.1, 0.7], [-0.3, 0.0, -0.6], [-0.1, 1.0, 0.5], [1.0, -2.3, 0.8], [-0.7, -1.0, -0.5], [0.3, -0.4, 1.1]], "lowdin_charge": [0.03, -0.62, 0.81, -0.39, 0.03, 0.03, 0.07, 0.05, 0.09, -0.09]}



{"formula": "C5H8N2", "method": "ωB97M-V/def2-TZVPD", "smiles": "C/N=C/[C@@H](C)C#N", "charge": 0, "homo_lumo_gap_ev": 11.01, "spin_multiplicity": 1, "relative_energy_kj_mol": 202.3, "species": ["C", "N", "C", "C", "C", "C", "N", "H", "H", "H", "H", "H", "H", "H", "H"], "xyz": [[-2.5183, -0.6755, -0.4408], [-1.4016, 0.1751, -0.1380], [-0.3211, -0.3788, 0.1796], [0.8735, 0.4246, 0.4644], [2.1092, -0.1486, -0.1108], [0.7281, 1.8621, 0.3986], [0.5245, 2.9902, 0.2877], [-2.8605, -0.4549, -1.4568], [-3.3502, -0.4270, 0.2248], [-2.3301, -1.7595, -0.3681], [-0.2040, -1.4690, 0.2510], [1.1702, 0.6465, 1.6515], [2.2708, 0.3032, -1.0917], [2.2892, -1.2174, -0.2890], [3.0203, 0.1290, 0.4375]], "forces_ev_per_angstrom": [[-0.7, -0.2, -0.2], [0.0, -0.2, -0.1], [-0.8, 0.0, 0.3], [1.4, 1.0, 4.7], [3.0, 0.4, -1.6], [-0.8, 0.9, -2.1], [0.3, -0.3, 0.4], [0.0, 0.0, 0.1], [0.1, 0.0, -0.1], [0.2, 0.2, 0.0], [0.0, 0.1, 0.0], [-1.2, -2.1, -1.8], [0.0, -0.1, -0.2], [-1.2, 0.0, 0.5], [-0.4, 0.2, 0.1]], "lowdin_charge": [-0.13, 0.01, -0.17, -0.37, -0.09, -0.24, 0.16, 0.08, 0.08, 0.08, 0.13, 0.21, 0.09, 0.09, 0.09]}



{"formula": "C3H7OS2", "method": "ωB97M-V/def2-TZVPD", "charge": 1, "homo_lumo_gap_ev": [7.03, 7.25], "spin_multiplicity": 1, "relative_energy_kj_mol": 631.7, "species": ["C", "C", "C", "O", "S", "S", "H", "H", "H", "H", "H", "H", "H"], "xyz": [[-1.1016, 0.3281, 0.4379], [1.0496, 0.5015, -0.9240], [0.6244, -1.1931, 0.7773], [0.0376, -0.1803, -0.0738], [-2.7792, -1.5917, -0.6231], [-1.3811, 1.9318, -0.0211], [1.3175, -0.1517, -1.6541], [0.5250, 1.3643, -1.4053], [1.9290, 0.9073, -0.3075], [1.4191, -0.6501, 1.3266], [-0.1544, -1.4190, 1.3991], [0.8480, -2.0652, 0.1434], [-2.3339, 2.2181, 0.9247]], "forces_ev_per_angstrom": [[-1.9, 1.1, 0.5], [-0.2, 3.9, 1.6], [1.9, -0.4, -0.7], [1.3, 0.6, -1.2], [0.3, 0.3, 0.2], [-0.2, 0.1, 0.4], [0.9, -2.1, -1.8], [0.5, -0.8, 0.4], [-1.5, -0.9, -0.7], [-0.1, -0.9, -0.4], [-1.7, -0.9, 1.8], [0.5, 0.6, 0.3], [0.3, -0.6, -0.6]], "lowdin_charge": [-0.55, 0.06, 0.05, -0.42, 0.27, 0.93, 0.08, 0.08, 0.16, 0.14, 0.06, 0.14, -0.03]}



What is the formula in the first record? CH4N2O2S